1.
{
  "formula": "C3H7NO",
  "method": "ωB97M-V/def2-TZVPD",
  "e_tot_ha": -248.4366,
  "lumo_energy_ev": 1.042,
  "homo_ha": -0.34809,
  "orbital_gap_ev": 10.51,
  "charge": 0,
  "relative_energy_kcal_mol": 56.4,
  "largest_force_ha_per_bohr": 0.0469,
  "symbols": ["C", "C", "C", "H", "H", "H", "H", "H", "H", "H", "N", "O"],
  "positions_angstrom": [[-0.118758, 0.456560, 0.779890], [0.590468, -0.842192, 0.334052], [-0.927261, 0.316891, -0.601804], [1.350052, 1.557107, 0.142763], [-0.613212, 0.332740, 1.767297], [1.655931, -1.014380, 0.600533], [-0.158782, -1.725192, 0.631248], [0.143651, -1.098774, -1.780428], [-1.192697, 1.186434, -1.287189], [-1.769005, -0.341113, -0.399401], [0.333368, -0.392044, -1.051628], [0.706247, 1.563963, 0.864667]],
  "forces_ev_per_a": [[-0.6, -0.6, 0.3], [-1.5, -1.1, -0.1], [1.7, 0.7, 0.2], [-0.3, -0.1, 0.0], [-0.1, 0.5, -0.8], [-0.8, 0.0, -0.1], [1.9, 1.4, -0.4], [0.4, 0.3, 0.7], [0.2, -0.9, 1.3], [-0.2, -0.2, -0.4], [-1.2, -0.6, -0.9], [0.5, 0.6, 0.2]]
}

***

2.
{
  "formula": "C3H7NO2",
  "method": "ωB97M-V/def2-TZVPD",
  "e_tot_ha": -323.7443,
  "lumo_energy_ev": 0.723,
  "homo_ha": -0.37320,
  "orbital_gap_ev": 10.88,
  "charge": 0,
  "relative_energy_kcal_mol": 23.0,
  "largest_force_ha_per_bohr": 0.0253,
  "symbols": ["C", "C", "O", "C", "N", "O", "H", "H", "H", "H", "H", "H", "H"],
  "positions_angstrom": [[0.336358, -0.898866, 0.244500], [-1.191147, -0.817706, 0.115587], [-1.709623, 0.224852, -0.730458], [1.230012, 0.293715, -0.047447], [0.655946, 1.536613, -0.097085], [2.420844, 0.143318, -0.204026], [0.730039, -1.710523, -0.354474], [0.530461, -1.146355, 1.281624], [-1.655265, -1.744336, -0.216546], [-1.617831, -0.583525, 1.082786], [-1.005569, 0.588104, -1.288992], [1.355404, 2.241212, -0.285368], [-0.079634, 1.873494, 0.499901]],
  "forces_ev_per_a": [[-0.4, -0.2, -0.1], [-0.4, 1.2, -0.3], [0.4, -0.1, -0.3], [-0.3, -0.2, 0.7], [0.7, 0.9, -0.4], [0.0, -0.1, -0.4], [0.2, -0.1, -0.1], [0.3, -0.2, 0.2], [0.4, -0.3, 0.0], [-0.1, -0.1, 0.4], [-0.3, -0.2, 0.2], [0.0, 0.1, 0.1], [-0.4, -0.6, -0.1]]
}